1.
The following is a quantum chemistry calculation of a molecular structure, C8H30NO19S2Tl in a non-equilibrium geometry, from the Open Molecules 2025 dataset.

The calculation puts the total energy at -75536.4130 eV.

Structure (ORCA input):
```
! wB97M-V def2-TZVPD RIJCOSX def2/J DEFGRID3
* xyz -2 1
O 1.87978 1.10824 0.00380
O 1.33861 0.80603 -2.14967
H 2.80594 -0.38924 -2.27005
C 1.06020 1.34123 -1.06846
H -6.20531 -2.72486 1.16339
C -1.60680 -1.10304 -1.22905
O 0.60577 5.34573 -0.42405
H -3.43633 -1.37488 -0.50927
C 2.68573 -2.32971 1.09275
O 4.67475 2.26902 -0.32281
O -1.50820 0.92012 1.79602
H -2.98947 -3.09534 2.69425
H -2.23516 1.59651 -3.29346
O -1.29488 1.76758 -3.40743
H -0.93268 1.80881 -2.48708
O -0.02523 1.96073 -0.80243
H -1.93375 -0.27706 -1.85389
H 5.14720 1.47849 -0.60034
H -2.47880 -3.24148 0.43581
O 2.88147 4.98233 -1.04129
H 3.79530 1.94204 -0.05871
H -5.09891 -3.82258 2.05747
H 3.17187 -1.42665 1.47445
O 1.61307 6.54678 -2.26563
O 1.56765 3.39719 4.16402
H 1.16668 -2.03835 2.19176
C -5.16851 -3.02072 1.31264
H -1.18847 -2.30349 1.14038
H 1.42509 0.41129 2.13436
H 1.03816 -1.60640 -2.03170
O 3.66530 -0.82984 -2.45434
H 0.87175 -3.38414 -2.14496
C -2.24375 -2.25382 0.86453
H -1.86990 0.29799 1.14000
O 2.70076 4.22709 2.17493
H 1.54561 1.77854 0.67913
H -4.75329 -3.29344 0.33667
H 1.34685 -2.44077 -3.58800
O 1.71640 -2.82336 2.01344
Tl -1.50363 3.97027 0.85221
O 0.84308 -0.16665 2.65918
H 3.52257 -3.01909 0.96830
S 1.54058 5.25817 -1.54950
H 4.31688 -0.16129 -2.22882
O -0.58343 -2.22394 -3.13190
C -1.57059 -2.37254 -2.12340
H -1.42426 -3.28471 -1.53613
C 0.75285 -2.43511 -2.67822
O 0.45604 4.93244 2.64722
O -4.46536 -1.92032 1.86282
O 0.81799 2.74563 1.96543
N -2.53610 -1.18350 -0.08081
O 1.08631 4.20778 -2.44649
H -0.70028 0.48304 2.16174
S 1.43889 3.81321 2.77375
H -2.79810 -1.35649 2.78112
H -2.47769 -2.44775 -2.72888
H -0.61384 -0.88941 -0.83459
H 2.26723 -2.10085 0.11455
H 0.98417 0.11189 3.57371
C -3.08785 -2.16735 2.11154
*
```

Here are the natural (NBO) charges for atoms 1 to 2, given in e: -0.813 -0.762

2.
The following is a quantum chemistry calculation of 3 unconnected molecules or ions with the total composition CH6O3, from the Open Molecules 2025 dataset.

Its SMILES is C=O.O.O. The calculation puts the total energy at -7275.6408 eV. The energy above the lowest of the compared OMol25 structures with the same formula, charge and spin is 32.61 kJ/mol.

Structure (ORCA input):
```
! wB97M-V def2-TZVPD RIJCOSX def2/J DEFGRID3
* xyz 0 1
O 2.59812 0.34232 -3.00389
H 2.85361 -0.10030 -2.19879
H -1.19417 -3.13681 -2.75017
O -1.13569 4.54706 5.18821
H 3.34825 0.47434 -3.57963
H -2.22930 -3.84360 -1.33290
H -0.25165 4.79134 4.89372
C -1.35280 -3.27268 -1.66813
H -1.70164 5.01179 4.56702
O -0.54637 -2.80258 -0.92029
*
```

Here are the natural (NBO) charges for atoms 1 to 2, given in e: -0.948 0.476

3.
The following is a quantum chemistry calculation of a molecular structure, C24H43AuClP2 in a non-equilibrium geometry, from the Open Molecules 2025 dataset.

The calculation puts the total energy at -60364.0207 eV. The energy above the lowest of the compared OMol25 structures with the same formula, charge and spin is 29.51 kJ/mol.

Structure (ORCA input):
```
! wB97M-V def2-TZVPD RIJCOSX def2/J DEFGRID3
* xyz 1 3
C -0.75183 -1.06218 4.21004
H -0.95249 -2.13795 -1.29568
H 2.74984 3.12818 1.54170
C 0.44373 -0.70311 -4.95653
H 3.58277 2.06545 -0.91174
C 1.39795 -1.12231 3.41296
C -1.06509 1.83290 -4.52594
H 0.92111 2.36522 -5.17528
H 0.44325 3.11224 -3.68581
C 2.03336 2.35167 1.81468
H 0.81212 -0.33095 6.45099
C 0.98551 -0.24391 -3.64102
H 3.04954 0.27343 -1.09584
H 2.53034 1.61909 2.45913
C -0.74698 -1.91290 3.07080
H -1.50377 2.57005 -1.63585
H 0.51217 -3.62101 1.21228
C -1.61538 -1.23852 -1.36874
H 0.57821 0.04018 -5.75096
P -1.41147 0.38392 -0.40533
C 0.40910 2.14613 -4.21903
H 3.75438 0.87340 0.47503
C 3.18529 1.15832 -0.42952
H 3.37249 -1.48186 2.56926
H -3.56062 -0.19370 0.41045
H 0.07033 3.47005 -0.13146
H -2.63173 -1.59957 -1.16781
H -1.66234 2.76170 -4.47417
H 1.06825 -1.51887 -5.35666
C 0.49816 2.63818 -0.71548
H 1.12266 3.03713 -1.52916
H -2.30107 1.18768 -2.79864
C 1.18140 -3.21325 1.96536
H -2.84414 -1.11852 4.65029
H -3.17318 1.57599 0.68680
H 2.13442 -2.97930 1.48246
C -1.90065 -0.52044 -3.96516
Cl -0.86464 1.01265 1.56473
C -1.73286 0.81397 -3.67246
C -0.71450 1.87205 -1.30970
H -3.72903 1.01417 -0.94263
H 3.16714 -1.62464 4.37536
C 0.55257 -0.57371 4.41066
H 1.20820 2.79352 2.37957
H -0.37862 1.39835 -2.24830
C 1.15640 1.08295 -3.40491
H 1.47074 -1.01319 -3.00456
C 0.93952 0.28597 5.54275
H -2.15214 -3.55151 3.44618
H 0.27248 1.17164 5.62735
H -2.92409 -0.94478 -3.89399
C 2.87942 -1.04087 3.46452
C -1.88189 -2.77377 2.68061
H -1.41615 -1.13564 -5.98351
H 3.21568 0.00940 3.59331
C 0.62650 -2.05315 2.66417
H -1.95100 0.38177 5.16064
P 1.56309 1.51949 0.28998
H -1.60147 -1.00029 -2.45832
H 2.00215 0.58718 5.49663
H 1.90621 1.45196 -2.68972
C -3.16310 0.73940 -0.03747
H -1.01017 -2.26369 -4.70900
C -1.89499 -0.72459 5.05897
Au 0.84960 -0.83686 -1.15150
C -1.00969 -1.19968 -4.95072
H -1.20621 1.55008 -5.57324
H -1.76411 -1.14737 6.07617
H 1.35518 -3.98492 2.74245
H -1.71718 -3.29339 1.70402
H -2.76871 -2.11506 2.57555
*
```

Here are the Mulliken charges for atoms 1 to 2, given in e: 0.356 0.520

4.
The following is a quantum chemistry calculation of a molecular structure, C22H26BClN9Pd in a non-equilibrium geometry, from the Open Molecules 2025 dataset.

The calculation puts the total energy at -53307.0174 eV.

Structure (ORCA input):
```
! wB97M-V def2-TZVPD RIJCOSX def2/J DEFGRID3
* xyz 2 2
N 0.14677 0.03155 2.53701
H 1.90767 -2.67805 -1.43909
N -2.46504 0.04195 2.19261
C -0.94103 3.36525 -0.07279
H -0.48883 0.43095 4.52191
C 0.98607 -3.26935 -1.52419
C -1.21253 -3.29045 -0.11339
H -5.06024 -0.20425 4.14451
C -2.97433 -0.13345 3.44981
H 1.18837 -4.30385 -1.24999
N 1.49876 -0.12785 -2.90239
C -4.61403 0.07395 1.97331
H 1.00606 3.91815 -2.08329
C -1.75174 -2.34085 0.72771
H 1.53776 -0.01025 -6.75089
H 4.13377 0.95305 2.42991
H -6.05204 -0.74585 0.66951
C 1.67727 0.23235 4.12691
H 3.84936 -0.56755 1.56431
N -0.95383 -1.25625 0.72501
N 0.07627 -1.48975 -0.10589
H -2.54834 2.51215 1.19251
C 0.51077 0.57045 -4.95299
C 3.72786 -0.05635 2.53001
H -0.25014 0.96345 -2.97549
C 2.51227 -0.73465 -4.97599
C 0.52796 0.49785 -3.56629
H 0.63047 -3.25815 -2.55689
C -0.04083 -2.71015 -0.61569
C 0.22607 2.71945 -0.50839
H 4.46056 -0.87935 -0.84599
Pd 1.71716 -0.07625 -0.44529
H -0.27793 1.10945 -5.45389
C 2.29637 0.00705 2.87771
H 3.24446 -1.22015 -3.00919
H 4.29516 -0.57135 3.30121
H 2.17056 0.35745 5.06801
C 2.46647 -0.73295 -3.58139
C 1.51667 -0.05055 -5.67389
H -5.94974 0.98715 0.61171
C 3.82576 -0.01655 -0.67699
H -1.24493 4.37095 -0.27629
H 1.89306 2.39375 -1.79929
N 1.35476 -0.12005 1.95561
H -6.72394 0.18855 2.01781
C -1.61004 2.42825 0.68571
H -2.64583 -2.39815 1.31321
H 2.05846 3.76715 -0.67989
C 0.32757 0.25445 3.85471
N -3.45544 0.16545 1.32001
N -0.89164 1.28955 0.70161
H -2.36054 -0.28025 4.31261
C -5.91194 0.13955 1.29811
N 0.21617 1.47715 -0.03559
B -1.07264 0.02595 1.58451
H 4.29917 0.96135 -0.72599
C 1.35796 3.22545 -1.32209
C -4.33753 -0.11805 3.35981
H -1.58784 -4.26765 -0.33229
Cl 3.77906 -1.55065 -5.79579
*
```

Here are the natural (NBO) charges for atoms 1 to 2, given in e: -0.337 0.186

5.
The following is a quantum chemistry calculation of a single C8H13N3OS molecule in a non-equilibrium geometry, from the Open Molecules 2025 dataset.

Its SMILES is CNN=[S@@](=O)(NC)c1ccccc1. The calculation puts the total energy at -25853.6995 eV. The energy above the lowest of the compared OMol25 structures with the same formula, charge and spin is 574.69 kJ/mol.

Structure (ORCA input):
```
! wB97M-V def2-TZVPD RIJCOSX def2/J DEFGRID3
* xyz 0 1
H 2.42545 -0.21294 -2.73606
H -3.14116 1.74246 2.04701
C -1.10512 0.04823 0.14868
N 1.05866 -0.45508 1.39564
H 3.41349 1.33185 2.41214
H 1.03147 -1.92561 -1.50457
H -1.42105 -1.24585 -1.35951
C -3.39102 -0.57004 -0.42372
C 3.33362 0.52158 1.62521
H -0.96939 1.49909 1.85795
H 1.43010 -1.07259 -3.70716
O 1.07655 1.30147 -0.67507
H 2.93725 1.09642 0.70391
H 4.28297 -0.05872 1.38943
H 0.75794 0.67919 -2.94866
C -1.98631 -0.71223 -0.66398
H 2.66342 -1.30741 2.26649
S 0.65384 0.00954 -0.16085
H -4.93315 0.12418 0.84240
H -4.17017 -1.13401 -0.77071
N 0.65941 -1.07602 -1.80207
N 2.26274 -0.48128 1.95256
C -2.89848 1.03590 1.31771
C -3.77181 0.31525 0.56323
C 1.32907 -0.38052 -2.89014
C -1.52831 0.92713 1.12015
*
```

Here are the natural (NBO) charges for atoms 1 to 2, given in e: 0.172 0.215

6.
The following is a quantum chemistry calculation of a molecular structure, C24H28ClN2PSTi in a non-equilibrium geometry, from the Open Molecules 2025 dataset.

The calculation puts the total energy at -84070.6840 eV. The energy above the lowest of the compared OMol25 structures with the same formula, charge and spin is 10.73 kJ/mol.

Structure (ORCA input):
```
! wB97M-V def2-TZVPD RIJCOSX def2/J DEFGRID3
* xyz 2 3
S 7.31153 11.95936 15.90466
H 3.83269 7.88078 16.24726
P 6.82351 10.54708 12.07956
H 9.43703 6.65108 10.44892
C 5.03672 10.37658 14.17826
H 4.43162 10.05229 10.89641
C 9.92288 12.51170 14.88324
C 5.76603 8.13356 13.44376
H 5.04521 14.87883 10.43876
H 4.98329 6.48348 14.50178
H 11.37975 10.25196 16.42198
C 4.37138 8.34993 15.39936
C 3.46321 11.93490 10.32232
H 7.61589 8.95508 18.11034
C 7.38648 9.37334 10.81733
C 5.65691 11.67720 11.30784
H 6.27702 9.29936 17.05461
H 9.21583 13.07801 16.91818
N 8.16521 9.03086 16.04670
C 5.83639 9.55480 13.33213
H 4.90400 11.48039 13.89591
H 8.49945 6.82592 8.09166
C 8.86206 7.52255 10.17705
H 10.91184 10.76248 14.33573
H 10.12189 11.05703 17.10903
C 5.88384 13.05427 11.24389
H 7.05632 8.62768 7.47717
H 9.82958 8.43657 17.20964
H 2.98560 13.94420 9.67150
C 4.94127 13.85645 10.58405
C 3.75032 13.27812 10.11756
C 7.35531 9.50886 17.23689
C 4.49483 11.11435 10.82695
C 7.46280 8.61686 8.51924
H 6.27409 10.31920 9.23372
C 8.84779 13.02463 15.88522
C 5.04873 7.60104 14.48193
H 10.90174 12.96422 15.02546
C 8.37021 7.62157 8.85714
C 6.97457 9.52090 9.46549
H 6.33091 7.51005 12.77495
H 2.50609 11.56833 10.00813
H 6.71156 11.30508 18.10072
N 10.07250 11.02149 14.93211
H 10.07801 8.45711 15.49269
C 7.49972 10.97092 17.44005
H 9.61160 12.66955 13.86185
C 10.32630 10.38758 16.28606
C 4.30187 9.79778 15.20413
H 8.41587 11.19458 17.96686
Ti 8.14403 10.22275 14.18286
H 7.89828 8.04556 15.96577
C 9.65114 9.04872 16.29715
H 8.48045 14.03373 15.63774
H 3.80687 10.41732 15.92243
H 6.71105 13.52715 11.77748
Cl 9.01033 8.25337 12.70406
C 8.43209 8.45366 11.08554
*
```

Here are the natural (NBO) charges for atoms 1 to 2, given in e: 0.243 0.250